Entry from the OMol25 dataset: a 14-piece molecular cluster, C39H85N7O29S5 overall (the ωB97M-V functional and the def2-TZVPD basis).

The geometry in XYZ format:
```
165
Properties=species:S:1:pos:R:3:lowdin_charge:R:1
C 19.047 -33.374 -19.875 -0.147
H 16.552 -31.196 -12.887 0.099
O 10.867 -29.287 -13.759 -0.213
O 14.398 -32.574 -11.536 -0.245
C 9.609 -28.753 -13.454 -0.187
C 17.709 -30.083 -15.627 -0.151
C 19.467 -29.188 -21.106 -0.049
C 16.490 -37.198 -16.131 -0.030
O 11.360 -28.897 -16.719 -0.237
O 16.100 -34.341 -15.801 0.005
C 12.183 -33.831 -15.950 -0.510
O 12.941 -34.489 -10.752 -0.168
S 23.561 -29.738 -13.060 0.802
C 17.167 -29.351 -20.375 -0.530
H 18.028 -32.064 -18.497 0.096
H 15.694 -37.942 -16.158 0.081
H 17.436 -37.737 -16.167 0.078
C 18.852 -32.777 -18.481 -0.183
O 23.695 -30.146 -14.469 -0.255
H 13.130 -35.452 -17.165 0.051
O 11.080 -33.357 -16.261 0.007
O 18.699 -27.496 -11.665 -0.235
C 17.504 -25.442 -16.973 -0.081
H 14.945 -26.485 -16.107 0.110
H 16.133 -24.241 -15.941 0.128
H 20.148 -23.368 -12.560 0.127
H 9.385 -26.941 -12.200 0.127
O 17.863 -29.685 -13.346 -0.161
N 21.142 -26.732 -18.501 0.037
H 17.714 -28.141 -14.652 0.107
H 18.111 -34.433 -12.356 0.088
C 15.357 -22.270 -17.490 -0.020
H 20.297 -36.170 -15.655 0.086
H 21.154 -33.061 -20.667 0.112
O 13.131 -29.374 -18.506 -0.232
H 18.755 -32.646 -20.632 0.108
C 19.770 -23.847 -11.657 -0.153
H 13.858 -33.725 -14.864 0.084
H 13.052 -25.053 -17.633 0.126
H 14.719 -34.222 -18.409 0.071
C 13.147 -34.556 -9.389 -0.226
O 19.977 -25.262 -11.733 -0.229
N 13.136 -33.157 -15.284 0.036
H 20.836 -29.367 -16.805 0.066
H 14.667 -28.721 -10.870 0.062
H 11.602 -35.837 -16.701 0.074
C 15.736 -33.929 -18.150 0.029
H 16.275 -27.894 -11.071 0.048
H 14.289 -26.082 -18.361 0.125
O 21.077 -32.911 -18.684 -0.160
O 18.516 -25.962 -13.693 -0.262
C 16.602 -30.300 -13.506 -0.170
H 19.085 -29.073 -22.120 0.087
O 12.362 -26.988 -18.046 -0.204
H 20.839 -34.616 -19.869 0.111
H 18.609 -33.591 -17.799 0.082
S 12.066 -28.589 -12.840 0.753
H 14.411 -22.747 -17.234 0.065
N 16.376 -36.104 -17.142 0.034
H 19.998 -30.141 -21.111 0.070
O 24.431 -28.718 -12.454 -0.251
O 13.361 -28.564 -13.512 -0.242
C 21.861 -31.250 -11.698 -0.164
H 16.149 -31.515 -15.229 0.105
C 18.232 -29.096 -14.564 -0.197
H 12.855 -35.759 -15.359 0.073
C 20.565 -33.561 -19.898 -0.155
C 13.418 -26.077 -17.705 -0.154
C 18.256 -23.775 -11.299 -0.160
H 11.917 -31.515 -14.999 0.075
H 20.139 -29.953 -12.262 0.120
H 15.687 -21.637 -16.666 0.084
H 21.492 -32.263 -11.861 0.118
H 20.913 -30.595 -13.588 0.119
S 14.344 -34.030 -11.457 0.731
C 16.143 -29.151 -19.268 0.009
S 12.555 -28.533 -17.472 0.739
H 17.776 -23.044 -11.951 0.126
H 18.273 -25.322 -17.736 0.066
N 16.593 -24.339 -16.835 0.006
C 19.861 -35.233 -16.001 -0.069
C 21.496 -28.504 -16.890 0.028
O 16.829 -23.376 -18.972 -0.011
H 22.485 -28.721 -17.294 0.092
C 16.167 -29.620 -9.673 -0.548
C 12.908 -31.842 -14.683 -0.043
H 15.680 -29.792 -15.384 0.101
H 17.148 -33.401 -13.395 0.058
C 20.114 -32.012 -18.124 -0.186
H 16.959 -26.368 -17.156 0.067
H 15.009 -21.660 -18.324 0.088
H 14.794 -33.243 -8.715 0.122
H 12.463 -33.835 -8.942 0.140
O 12.031 -29.168 -11.476 -0.252
O 11.289 -27.113 -12.940 -0.213
H 17.613 -29.610 -16.604 0.094
O 20.339 -33.304 -13.903 0.051
N 18.931 -34.705 -15.028 0.034
H 16.369 -34.182 -19.001 0.061
H 18.542 -28.801 -19.106 0.078
H 9.224 -29.327 -12.611 0.127
C 18.159 -33.574 -13.026 0.015
H 18.495 -34.294 -20.069 0.100
H 16.523 -36.701 -15.161 0.077
H 8.821 -28.787 -14.206 0.139
H 17.563 -32.025 -9.622 0.077
H 15.984 -30.110 -18.775 0.077
H 16.574 -36.340 -18.104 0.136
C 16.061 -34.842 -16.909 -0.560
H 18.108 -25.542 -16.071 0.067
H 16.603 -28.474 -18.548 0.055
C 16.306 -23.379 -17.808 -0.480
S 18.644 -26.143 -12.232 0.787
H 18.381 -32.720 -12.387 0.065
H 17.943 -34.865 -15.171 0.075
C 20.570 -27.620 -17.718 -0.542
H 15.188 -28.710 -19.554 0.070
C 19.254 -33.802 -14.075 -0.536
H 20.649 -34.515 -16.229 0.083
H 20.872 -26.002 -20.496 0.082
H 12.894 -35.558 -9.043 0.132
H 21.510 -30.998 -10.697 0.119
H 18.017 -29.166 -10.371 0.094
N 17.446 -29.872 -9.930 0.029
H 14.903 -34.938 -8.173 0.137
H 13.267 -26.179 -15.556 0.125
O 22.003 -29.271 -12.739 -0.214
H 20.218 -31.916 -17.043 0.110
H 15.823 -29.602 -13.199 0.102
H 20.377 -24.898 -19.215 0.083
H 9.523 -26.616 -13.908 0.127
O 17.670 -25.084 -11.375 -0.205
O 14.538 -34.753 -12.725 -0.258
H 20.240 -28.439 -20.932 0.063
H 19.367 -26.229 -19.594 0.079
H 22.140 -26.600 -18.428 0.144
C 21.133 -30.279 -12.569 -0.279
O 13.682 -28.012 -16.353 -0.238
C 9.870 -27.280 -13.116 -0.160
O 19.338 -27.702 -17.635 -0.017
H 20.413 -23.533 -10.835 0.128
H 19.091 -31.337 -10.086 0.063
C 13.888 -26.606 -16.344 -0.181
H 18.262 -23.389 -10.280 0.128
O 23.260 -31.074 -12.021 -0.193
H 15.307 -27.632 -9.646 0.083
C 15.583 -28.383 -10.386 0.022
O 16.804 -29.666 -21.536 -0.007
H 13.569 -31.027 -14.980 0.062
H 18.340 -30.970 -15.688 0.108
H 21.515 -28.075 -15.888 0.087
H 18.365 -30.883 -8.519 0.085
H 20.152 -30.995 -18.515 0.100
H 19.428 -35.338 -16.995 0.065
C 12.483 -35.341 -16.294 0.013
C 18.160 -31.115 -9.564 -0.034
N 18.433 -29.053 -20.078 0.030
C 20.417 -25.948 -19.507 -0.057
O 15.300 -34.566 -10.182 -0.205
C 16.435 -30.485 -15.013 -0.169
O 15.482 -30.331 -8.943 0.019
H 13.011 -31.868 -13.599 0.072
C 14.575 -34.278 -8.977 -0.164
H 19.311 -28.965 -14.644 0.111
H 15.740 -32.868 -17.900 0.077
```

Output
HOMO = -8.8 eV
Frontier orbital gap = 8.7215 eV

Entry from the OMol25 dataset: an isolated ion of composition C6H5N2S and charge +1 (the ωB97M-V functional and the def2-TZVPD basis).

The geometry in XYZ format:
```
14
Properties=species:S:1:pos:R:3:lowdin_charge:R:1
H -0.602 -2.008 0.969 0.164
H -0.989 1.719 -1.159 0.128
H -2.079 -0.547 -0.302 0.167
N 1.584 0.384 0.321 -0.213
N 4.006 -1.468 -0.928 0.167
H 0.997 2.227 -0.720 0.125
C -0.184 -1.052 0.543 -0.041
C 0.806 1.270 -0.362 -0.059
C 1.064 -0.742 0.837 -0.077
H 1.802 -1.487 1.222 0.167
C -0.998 -0.222 -0.166 0.014
C -0.464 0.929 -0.687 -0.007
C 3.858 -0.486 -0.379 -0.626
S 3.420 0.892 0.457 1.091
```

Output
HOMO = -14.9 eV
Charge = +1
Energy above the lowest of the compared OMol25 structures with the same formula, charge and spin = 59.7 kJ/mol
SMILES string = N#CS[n+]1ccccc1
Frontier orbital gap = 9.3854 eV

Entry from the OMol25 dataset: a 5-piece molecular cluster, C5H18FN3O5 overall (the ωB97M-V functional and the def2-TZVPD basis).

The geometry in XYZ format:
```
32
Properties=species:S:1:pos:R:3:lowdin_charge:R:1
H -1.621 -2.138 -2.462 0.132
N -1.383 -1.499 -3.206 0.334
O 0.518 1.930 4.741 0.166
H -2.355 -1.589 0.738 0.146
H -3.711 1.495 -1.406 0.149
H 1.929 1.420 -2.117 0.099
O 0.624 0.416 2.974 0.127
H -2.271 1.453 -2.080 0.085
N -2.910 2.076 -1.606 0.342
C 1.122 1.364 3.828 -0.448
H -2.219 -1.242 -3.712 0.153
H -0.665 -1.933 -3.768 0.168
C 1.911 0.689 -1.308 0.022
H -1.621 -2.864 0.216 0.143
F 2.097 -1.344 3.232 0.119
H 3.131 1.196 1.682 0.128
H -3.162 2.890 -2.149 0.169
H -0.790 -1.548 0.140 0.049
N -1.443 -2.023 0.746 0.337
C 2.834 0.577 2.529 -0.073
O 2.476 1.381 3.633 0.088
H 1.584 -0.607 1.443 0.145
H 3.850 0.214 2.680 0.153
H 1.755 1.243 -0.382 0.091
O -0.472 0.597 -1.698 -0.107
C 1.637 -0.345 2.500 -0.409
H -2.499 2.189 -0.690 0.153
H -1.173 -2.324 1.671 0.163
C 0.592 0.036 -1.301 -0.734
H -1.159 -0.651 -2.705 0.042
O 0.602 -1.109 -0.833 -0.043
H 2.791 0.047 -1.329 0.111
```

Output
HOMO = -15.5 eV
Charge = +2
Energy above the lowest of the compared OMol25 structures with the same formula, charge and spin = 0.0 kJ/mol
Frontier orbital gap = 7.9130 eV